[1]
C22H11Cl4N5O7STb as an isolated structure in a non-equilibrium geometry. Source: the Open Molecules 2025 dataset; level of theory: ωB97M-V/def2-TZVPD.

Each line ends with the Mulliken spin population.
Positions of all 51 atoms, in Å:
Tb: 10.46 11.28 11.86  5.94
O: 7.56 8.98 8.86  0.00
C: 8.19 9.46 9.92  0.00
O: 9.46 9.52 10.06  0.01
C: 7.29 9.97 11.00  0.00
C: 5.93 9.62 11.12  0.00
C: 5.33 9.67 12.37  0.00
C: 6.10 10.10 13.47  0.00
C: 7.43 10.47 13.27  0.00
N: 7.92 10.57 12.05  0.01
C: 8.44 10.53 14.40  0.01
O: 7.89 10.62 15.58  0.00
O: 9.67 10.58 14.11  0.01
H: 8.11 8.27 8.46  0.00
H: 5.39 9.24 10.27  0.00
H: 4.31 9.31 12.58  0.00
H: 5.63 10.17 14.53  0.00
H: 8.39 11.36 16.07  0.00
S: 12.95 11.01 13.45  -0.01
C: 12.64 9.43 12.89  0.00
C: 13.43 8.30 13.30  0.00
C: 13.15 7.02 12.85  0.00
C: 12.18 6.86 11.82  0.00
C: 11.48 7.98 11.40  0.00
N: 11.65 9.19 11.99  0.00
H: 14.26 8.48 14.01  0.00
H: 13.67 6.18 13.29  0.00
H: 11.98 5.89 11.40  0.00
H: 10.79 7.96 10.57  0.00
Cl: 10.59 14.47 5.67  0.00
C: 11.11 13.65 7.07  0.00
C: 12.46 13.27 7.24  0.00
Cl: 13.62 13.74 6.06  0.00
C: 12.90 12.54 8.33  0.00
Cl: 14.52 11.99 8.57  0.00
C: 11.95 12.27 9.34  0.01
O: 12.20 11.52 10.36  0.00
C: 10.65 12.86 9.27  0.00
O: 9.93 12.76 10.36  0.00
C: 10.18 13.44 8.10  0.00
Cl: 8.53 13.92 8.08  0.00
N: 9.41 15.18 12.10  0.00
C: 9.55 14.38 13.16  0.00
O: 9.88 13.14 12.98  0.03
C: 9.24 14.84 14.47  0.00
C: 9.06 13.87 15.52  0.00
N: 8.94 13.07 16.35  0.00
C: 8.84 16.13 14.67  0.00
N: 8.55 17.28 14.82  0.00
H: 9.10 16.14 12.24  0.00
H: 9.45 14.78 11.15  0.00

Spin multiplicity: 7
Charge: -1
Total energy (Ha): -4709.1422
<S²>: 12.676
Gap between HOMO and LUMO (alpha / beta) (eV): 4.250 / 4.261
Largest force on an atom (eV Å⁻¹): 5.5
Energy above the lowest of the compared OMol25 structures with the same formula, charge and spin (eV): 0.3989



[2]
One molecule with the formula C5H8O. Source: the Open Molecules 2025 dataset; level of theory: ωB97M-V/def2-TZVPD.

Each line ends with the Löwdin charge.
Positions of all 14 atoms, in Å:
C: 1.30 -0.17 0.01  -0.19
C: 0.25 0.37 0.98  -0.20
C: -0.89 0.96 0.13  -0.19
C: -1.45 -0.16 -0.68  -0.15
O: -0.65 -1.13 -1.04  -0.03
C: 0.65 -1.19 -0.86  -0.14
H: 1.72 0.68 -0.57  0.11
H: 2.15 -0.62 0.54  0.11
H: 0.66 1.09 1.69  0.11
H: -0.48 1.76 -0.52  0.12
H: -1.67 1.42 0.73  0.11
H: -2.49 -0.39 -0.84  0.11
H: -0.17 -0.47 1.56  0.12
H: 1.07 -2.15 -1.12  0.11

Total energy (Ha): -270.4402
Gap between HOMO and LUMO (alpha / beta) (eV): 7.896 / 7.908
Largest force on an atom (eV Å⁻¹): 0.9
Energy above the lowest of the compared OMol25 structures with the same formula, charge and spin (eV): 3.2029



[3]
An isolated ion of composition C10H16N2OP and charge +1 in a non-equilibrium geometry. Source: the Open Molecules 2025 dataset; level of theory: ωB97M-V/def2-TZVPD.

Each line ends with the Löwdin charge.
Positions of all 30 atoms, in Å:
C: -3.86 -0.44 0.50  -0.05
C: -2.82 -0.26 1.50  0.01
C: -3.59 -0.23 -0.76  -0.08
C: -1.55 -0.08 1.03  -0.09
C: -2.28 0.04 -1.26  -0.02
C: -1.25 0.08 -0.32  -0.28
C: 2.60 0.65 0.76  -0.20
C: 2.32 -0.91 0.70  -0.18
C: 1.59 2.77 0.01  -0.05
C: 0.71 -2.34 -0.39  -0.14
N: 1.71 1.35 -0.15  -0.28
N: 1.40 -1.13 -0.37  -0.27
O: 0.40 0.37 -2.31  -0.09
P: 0.49 0.31 -0.72  0.94
H: -4.76 -0.92 0.75  0.11
H: -2.95 -0.51 2.49  0.09
H: -4.51 -0.21 -1.41  0.14
H: -0.76 0.09 1.66  0.08
H: -2.11 0.47 -2.24  0.12
H: 2.65 1.18 1.73  0.12
H: 3.74 0.82 0.47  0.16
H: 3.33 -1.41 0.49  0.15
H: 1.89 -1.06 1.70  0.12
H: 0.96 3.05 0.85  0.10
H: 2.66 2.99 0.22  0.12
H: 1.28 3.05 -0.91  0.06
H: -0.15 -2.36 -1.08  0.10
H: 1.39 -3.33 -0.61  0.16
H: 0.33 -2.52 0.55  0.05
H: 1.15 0.49 -2.87  0.10

SMILES: CN1CC[N+](C)=[P@@]1(O)c1ccccc1
Charge: +1
Total energy (Ha): -916.4856
Gap between HOMO and LUMO (eV): 9.290
Largest force on an atom (eV Å⁻¹): 4.9
Energy above the lowest of the compared OMol25 structures with the same formula, charge and spin (eV): 0.0000



[4]
One molecule with the formula C8H9N in a non-equilibrium geometry. Source: the Open Molecules 2025 dataset; level of theory: ωB97M-V/def2-TZVPD.

Each line ends with the Löwdin charge.
Positions of all 18 atoms, in Å:
C: -2.90 -0.13 -0.64  0.16
C: -1.79 -0.30 -0.17  -0.13
C: -0.74 -0.42 0.78  -0.25
C: 0.44 -1.40 0.32  -0.10
C: 1.78 -0.74 -0.21  -0.11
C: 2.00 0.50 -0.65  -0.03
C: 0.62 1.20 -0.36  -0.33
C: 0.09 0.90 0.78  -0.39
H: -3.74 -0.35 -1.18  0.00
H: -1.16 -0.65 1.73  0.13
H: 0.55 -2.25 0.97  0.09
H: 0.08 -1.98 -0.66  0.15
H: 2.37 -1.64 -0.31  0.09
H: 3.02 0.81 -0.75  0.09
H: 0.23 1.01 -1.49  0.19
H: -1.36 2.13 -0.18  0.15
H: 0.79 0.99 1.70  0.19
N: -0.29 2.32 0.33  0.09

SMILES: C#C[C@H]1CC=C[C@@H]2N[C@H]21
Total energy (Ha): -364.6941
Gap between HOMO and LUMO (eV): 10.008
Largest force on an atom (eV Å⁻¹): 11.2
Energy above the lowest of the compared OMol25 structures with the same formula, charge and spin (eV): 7.7614



[5]
A 2-piece molecular cluster, C4H13NO2 overall in a non-equilibrium geometry. Source: the Open Molecules 2025 dataset; level of theory: ωB97M-V/def2-TZVPD.

Each line ends with the Löwdin charge.
Positions of all 20 atoms, in Å:
C: 0.05 1.03 0.26  -0.13
N: -1.19 0.40 -0.22  -0.32
C: -1.67 1.31 -1.23  -0.13
C: -1.22 -0.96 -0.62  -0.23
C: -0.18 -1.71 0.17  -0.21
O: 1.31 -1.55 0.00  -0.12
H: -0.02 2.19 0.28  0.11
H: 1.07 0.74 -0.30  0.11
H: 0.16 0.65 1.37  0.10
H: -0.81 1.16 -1.96  0.10
H: -2.75 1.02 -1.66  0.13
H: -1.69 2.35 -1.00  0.06
H: -2.20 -1.33 -0.32  0.13
H: -1.15 -1.11 -1.73  0.13
H: -0.25 -1.64 1.27  0.12
H: -0.23 -2.85 -0.01  0.13
H: 1.32 -1.20 -0.89  0.05
H: 2.32 0.46 2.08  0.04
H: 3.90 0.17 2.23  0.04
O: 3.23 0.87 2.28  -0.10

SMILES: CN(C)CCO.O
Total energy (Ha): -365.3370
Gap between HOMO and LUMO (eV): 9.312
Largest force on an atom (eV Å⁻¹): 4.6
Energy above the lowest of the compared OMol25 structures with the same formula, charge and spin (eV): 2.8716



[6]
C18H20BrN4O4Os as an isolated structure in a non-equilibrium geometry. Source: the Open Molecules 2025 dataset; level of theory: ωB97M-V/def2-TZVPD.

Each line ends with the Mulliken spin population.
Positions of all 48 atoms, in Å:
Os: 1.49 -18.28 8.41  1.01
O: 1.66 -23.41 8.46  0.18
C: 1.99 -23.24 9.82  0.28
C: 2.68 -24.23 10.52  0.09
C: 2.78 -24.16 11.87  0.05
C: 2.33 -23.05 12.54  0.25
C: 1.90 -21.93 11.83  0.04
C: 1.74 -21.97 10.43  0.11
C: 1.17 -20.83 9.66  0.02
O: 2.14 -20.12 8.88  0.14
N: 0.61 -19.85 10.49  0.15
N: 0.25 -18.68 9.82  0.40
C: -0.82 -17.95 10.31  -0.08
C: -1.35 -16.87 9.76  0.46
Br: 0.88 -15.84 8.16  0.14
C: -2.05 -15.90 9.30  -0.01
C: -1.85 -14.51 9.52  0.22
C: -1.17 -14.07 10.69  0.16
C: -1.40 -12.79 11.22  0.00
C: -2.17 -11.87 10.47  0.23
C: -2.67 -12.33 9.21  0.08
C: -2.58 -13.62 8.71  0.00
H: 1.76 -24.35 8.20  -0.01
H: 3.14 -24.94 9.80  0.00
H: 3.19 -24.96 12.49  0.01
H: 2.18 -22.94 13.60  0.00
H: 1.79 -21.01 12.37  0.00
H: 0.51 -21.13 8.83  0.02
H: 0.09 -20.27 11.24  0.00
H: -1.11 -18.26 11.30  0.03
H: -2.76 -16.22 8.48  0.04
H: -0.58 -14.87 11.19  0.00
H: -0.85 -12.58 12.13  0.00
H: -2.35 -10.90 10.78  0.00
H: -3.24 -11.61 8.66  0.01
H: -2.94 -13.84 7.72  0.00
C: 4.31 -18.41 4.48  0.00
O: 2.89 -18.66 4.41  0.00
C: 2.27 -18.62 5.58  0.00
O: 2.88 -18.28 6.62  0.00
N: 0.91 -18.85 5.57  0.00
N: 0.19 -18.91 6.88  -0.01
H: 4.73 -19.31 4.99  0.00
H: 4.52 -17.52 5.09  0.00
H: 4.63 -18.27 3.48  0.00
H: 0.52 -19.22 4.70  0.00
H: -0.18 -19.90 7.07  0.01
H: -0.74 -18.41 6.85  0.01

Spin multiplicity: 5
Charge: +3
Total energy (Ha): -3881.3216
<S²>: 6.106
Gap between HOMO and LUMO (alpha / beta) (eV): 7.170 / 4.337
Largest force on an atom (eV Å⁻¹): 3.9